#one
The following is a quantum chemistry calculation of a cluster of 2 separate species, C2H9O2 in total, from the Open Molecules 2025 dataset.

Geometry (Å):
O1 1.22585 1.81680 -1.66031
O2 0.48334 0.42413 0.94377
C1 -1.01600 -1.52712 0.78968
C2 -0.23907 -0.48619 -0.05981
H1 -0.11950 0.70844 1.65865
H2 -0.27888 -2.31412 1.01919
H3 0.68701 -0.81924 -0.53228
H4 0.37619 2.17758 -1.93495
H5 1.86542 2.14728 -2.30134
H6 1.05859 1.06251 0.45934
H7 -1.21641 -1.23534 1.88889
H8 -0.81181 0.05570 -0.80971
H9 -2.01473 -2.01043 0.53890

Properties
- LUMO: -3.9 eV
- Charge: +1
- Spin multiplicity: 1
- HOMO: -16.2949 eV
- Gap between HOMO and LUMO: 12.43 eV

#two
The following is a quantum chemistry calculation of a cluster of 3 separate species, C2H9O2 in total, from the Open Molecules 2025 dataset.

Geometry (Å):
O1 0.36863 -1.27708 1.92095
O2 -0.24957 0.88654 0.40307
C1 -0.10988 -0.44204 -1.71151
C2 0.05132 0.92732 -1.05290
H1 -0.55276 1.72719 0.79111
H2 1.10031 -0.72395 2.24789
H3 0.98561 1.51267 -1.18104
H4 -0.26161 -0.25208 -2.77448
H5 -0.74919 1.54586 -1.50722
H6 -1.05033 -0.85061 -1.31486
H7 -0.17823 -0.71738 0.57033
H8 0.41760 -1.33836 -1.34758
H9 -0.41148 -0.70135 2.02923

Properties
- LUMO: -5.8 eV
- Charge: +1
- Spin multiplicity: 1
- HOMO: -16.2375 eV
- Gap between HOMO and LUMO: 10.47 eV

Energies relative to the minimum, kcal/mol: #one 0.0; #two 54.7